Model A:
Density functional theory data (ωB97M-V/def2-TZVPD) for a cluster of 2 separate species, C5H14 in total.

Geometry as ORCA input:
```
! wB97M-V def2-TZVPD RIJCOSX def2/J DEFGRID3
* xyz 0 1
C 0.23 1.14 -1.58
C -0.62 0.01 -2.20
C -1.83 -0.16 -1.30
H 0.09 1.28 -0.56
H -0.21 2.08 -2.07
H 1.34 0.94 -1.83
H -0.71 0.28 -3.32
H -0.21 -1.04 -2.20
H -2.12 -1.28 -1.59
H -1.43 -0.44 -0.24
H -2.71 0.59 -1.24
C 0.70 -1.06 2.67
C 1.48 0.08 2.20
H 0.41 -1.13 3.76
H -0.34 -0.90 2.31
H 1.15 -2.04 2.17
H 0.94 1.09 2.49
H 2.59 0.29 2.46
H 1.42 0.24 1.10
*
```

LUMO = 1.03 eV
HOMO-LUMO gap = 0.431 Ha
SMILES = CCC.CC

How is the electron density shared among the atoms? According to Mulliken, the charges in e are: -0.9724, -0.2623, -0.7405, 0.2753, 0.3199, 0.2577, 0.2783, 0.2452, 0.2759, 0.0531, 0.2765, -0.6342, -0.5870, 0.3007, 0.1515, 0.1978, 0.2205, 0.2836, 0.0605

---

Model B:
Density functional theory data (ωB97M-V/def2-TZVPD) for a cluster of 2 separate species, C5H14 in total.

Geometry as ORCA input:
```
! wB97M-V def2-TZVPD RIJCOSX def2/J DEFGRID3
* xyz 0 1
C -1.24 0.81 -0.07
C -1.38 1.41 1.36
C -1.62 0.25 2.34
H -2.11 0.33 -0.51
H -0.38 0.15 -0.07
H -1.12 1.68 -0.74
H -0.39 1.74 1.70
H -1.99 2.28 1.24
H -2.62 0.17 2.74
H -1.33 -0.71 1.91
H -0.99 0.27 3.24
C 1.55 -0.89 -2.34
C 2.25 -1.22 -0.99
H 1.25 -1.86 -2.73
H 2.19 -0.36 -3.04
H 0.72 -0.22 -2.16
H 2.31 -2.29 -0.79
H 1.66 -0.75 -0.21
H 3.23 -0.76 -0.90
*
```

LUMO = 1.14 eV
HOMO-LUMO gap = 0.448 Ha
SMILES = CCC.CC

How is the electron density shared among the atoms? According to Mulliken, the charges in e are: -0.7612, -0.2078, -1.1249, 0.3260, -0.0741, 0.3709, 0.1806, 0.3819, 0.2915, 0.3048, 0.3236, -0.6177, -0.7081, 0.2252, 0.2933, 0.1322, 0.2710, 0.1284, 0.2644

---

Model C:
Density functional theory data (ωB97M-V/def2-TZVPD) for a cluster of 2 separate species, C5H14 in total.

Geometry as ORCA input:
```
! wB97M-V def2-TZVPD RIJCOSX def2/J DEFGRID3
* xyz 0 1
C -0.68 1.31 2.13
C 0.38 0.31 1.69
C 1.32 0.94 0.66
H -0.84 1.94 1.29
H -0.40 1.78 3.06
H -1.67 0.88 2.26
H 0.86 -0.02 2.57
H 0.03 -0.70 1.36
H 1.99 0.20 0.13
H 0.70 1.53 -0.10
H 1.95 1.83 1.05
C -0.93 -0.91 -1.61
C 0.06 -1.62 -2.45
H -0.79 0.21 -1.35
H -1.97 -0.88 -1.94
H -1.15 -1.34 -0.71
H 0.43 -1.14 -3.35
H -0.30 -2.59 -2.84
H 1.00 -1.73 -1.83
*
```

LUMO = 1.17 eV
HOMO-LUMO gap = 0.447 Ha
SMILES = CCC.CC

How is the electron density shared among the atoms? According to Mulliken, the charges in e are: -1.1322, -0.1279, -1.0417, 0.3169, 0.3228, 0.3164, 0.3620, 0.2039, 0.2402, 0.2192, 0.3166, -0.7512, -0.7852, 0.1235, 0.3807, 0.2822, 0.2859, 0.2739, 0.1940

---

The most stable of them is model B.

---

Model A:
Density functional theory data (ωB97M-V/def2-TZVPD) for a cluster of 2 separate species, C5H14 in total.

Geometry as ORCA input:
```
! wB97M-V def2-TZVPD RIJCOSX def2/J DEFGRID3
* xyz 0 1
C -1.80 -2.24 -0.36
C -0.57 -1.33 -0.07
C 0.64 -2.04 0.49
H -2.55 -2.17 0.42
H -2.24 -1.97 -1.32
H -1.56 -3.30 -0.49
H -0.37 -0.78 -0.98
H -0.94 -0.70 0.74
H 1.55 -1.97 -0.13
H 1.05 -1.56 1.38
H 0.53 -3.10 0.72
C 1.22 3.25 -0.05
C 0.35 2.00 -0.07
H 2.10 3.15 -0.67
H 0.70 4.11 -0.49
H 1.58 3.52 0.94
H -0.54 2.05 -0.71
H -0.15 1.93 0.91
H 1.01 1.16 -0.26
*
```

LUMO = 1.07 eV
HOMO-LUMO gap = 0.450 Ha
SMILES = CCC.CC

How is the electron density shared among the atoms? According to Mulliken, the charges in e are: -1.1692, 0.0786, -1.1407, 0.2798, 0.2941, 0.3158, 0.3068, 0.1024, 0.2741, 0.2830, 0.3800, -1.0020, -0.6245, 0.2936, 0.2768, 0.2811, 0.3528, 0.2764, 0.1412

---

Model B:
Density functional theory data (ωB97M-V/def2-TZVPD) for a cluster of 2 separate species, C5H14 in total.

Geometry as ORCA input:
```
! wB97M-V def2-TZVPD RIJCOSX def2/J DEFGRID3
* xyz 0 1
C -1.69 -1.20 -1.81
C -0.36 -0.94 -1.08
C -0.23 -1.77 0.18
H -1.73 -2.24 -2.11
H -2.52 -1.01 -1.12
H -1.76 -0.58 -2.69
H 0.45 -1.21 -1.77
H -0.27 0.12 -0.85
H -0.42 -2.82 -0.03
H 0.78 -1.71 0.59
H -0.90 -1.42 0.97
C 1.38 2.00 0.53
C 0.80 1.72 1.91
H 2.14 2.77 0.56
H 1.79 1.08 0.11
H 0.60 2.34 -0.16
H 1.60 1.45 2.60
H 0.12 0.86 1.85
H 0.24 2.56 2.32
*
```

LUMO = 1.14 eV
HOMO-LUMO gap = 0.465 Ha
SMILES = CCC.CC

How is the electron density shared among the atoms? According to Mulliken, the charges in e are: -1.2664, 0.2003, -1.1823, 0.3281, 0.3347, 0.3409, 0.2649, -0.0168, 0.3947, 0.2938, 0.2918, -0.8326, -0.6465, 0.3390, 0.2169, 0.2567, 0.2583, 0.1171, 0.3073

---

The most stable of them is model B.